No. 1
Formula: C32H30BrFeIN2O2
Source: the Open Molecules 2025 dataset
Level of theory: ωB97M-V/def2-TZVPD

Values from the calculation:
molecular weight: 737.26 Da
<S²>: 8.772
net charge: +1
HOMO-LUMO gap (alpha / beta): 0.264 / 0.248 Ha
2S+1: 6

Positions of all 69 atoms, in Å:
Fe (-0.631143, 0.502683, -0.504746)
O (-1.831843, 2.194083, 5.307254)
C (-1.635843, 1.600983, 4.130054)
C (-1.105043, 0.312283, 3.984354)
C (-0.930943, -0.214117, 2.722954)
N (-1.247343, 0.478083, 1.623254)
C (-1.743843, 1.675583, 1.779454)
Br (-2.621143, 2.267183, -0.654846)
C (-1.990543, 2.302183, 2.965154)
H (-1.565543, 1.639083, 6.051954)
H (-0.838743, -0.269617, 4.853154)
H (-0.534343, -1.206917, 2.567454)
H (-2.439043, 3.278283, 3.030954)
C (-0.272343, -0.658917, -3.467746)
N (-0.867043, 0.526083, -2.857046)
C (-0.235243, 1.716383, -3.419146)
C (-2.312743, 0.521183, -3.160246)
C (-3.026343, -0.191217, -2.051946)
C (-3.486543, -1.494517, -2.178446)
C (-4.050943, -2.153617, -1.098346)
C (-4.213443, -1.495317, 0.109054)
C (-3.793443, -0.183817, 0.252154)
C (-3.138043, 0.431683, -0.806346)
H (-0.393243, -0.634717, -4.557146)
H (-0.751043, -1.553417, -3.078246)
H (0.786657, -0.702117, -3.241546)
H (-0.374743, 1.768283, -4.502646)
H (0.826457, 1.686883, -3.196546)
H (-0.649543, 2.609583, -2.961646)
H (-2.507443, 0.033183, -4.122046)
H (-2.668643, 1.552283, -3.228546)
H (-3.410643, -1.995217, -3.133146)
H (-4.368343, -3.178917, -1.208946)
H (-4.686043, -1.998817, 0.935354)
H (-3.948643, 0.342283, 1.179754)
I (3.268057, 0.363283, -1.871946)
C (3.076757, -1.634017, -1.199946)
C (4.164657, -2.462617, -1.195646)
C (4.018157, -3.792217, -0.774646)
C (2.800057, -4.258717, -0.361546)
C (1.666057, -3.421417, -0.353846)
C (0.402057, -3.888617, 0.066154)
C (-0.686243, -3.058217, 0.087454)
C (-0.531043, -1.735117, -0.348246)
C (0.666157, -1.239417, -0.774546)
C (1.802657, -2.065317, -0.784146)
H (5.131257, -2.106017, -1.515946)
H (4.881657, -4.441417, -0.777346)
H (2.687457, -5.278317, -0.025246)
H (0.305257, -4.916717, 0.377154)
H (-1.649343, -3.407817, 0.422854)
H (-1.373143, -1.045317, -0.358346)
C (0.958257, 4.459483, 0.097554)
C (1.036057, 2.967983, 0.063354)
O (0.384957, 2.316283, -0.763146)
C (1.886157, 2.258383, 1.016854)
C (1.628857, 0.889083, 1.141654)
C (2.396757, 0.093183, 1.960454)
C (3.458057, 0.661783, 2.655254)
C (3.717957, 2.021183, 2.545454)
C (2.931457, 2.830583, 1.746254)
H (0.091557, 4.795983, -0.465046)
H (1.851357, 4.869483, -0.372246)
H (0.902957, 4.815083, 1.121654)
H (0.795557, 0.493483, 0.524554)
H (2.188657, -0.962917, 2.040454)
H (4.087057, 0.041983, 3.275254)
H (4.557857, 2.446183, 3.074654)
H (3.152757, 3.883783, 1.661854)

Force components x, y, z for each atom (eV/Å):
Fe 1.0 0.1 -1.9
O -0.1 0.2 0.2
C 0.0 -0.2 -0.6
C -0.1 0.0 0.0
C 0.0 -0.1 0.2
N -0.2 0.7 -0.3
C 0.4 -0.3 1.1
Br -0.9 0.5 -0.5
C 0.0 0.2 0.5
H 0.0 0.0 -0.1
H 0.0 -0.1 0.1
H 0.1 -0.1 0.0
H 0.0 0.2 0.0
C 0.1 -0.3 -0.2
N -0.3 0.3 0.1
C 0.1 0.2 -0.2
C -0.1 0.0 -0.1
C 0.1 0.2 -0.1
C 0.0 0.0 0.1
C 0.1 0.0 -0.1
C 0.0 0.1 0.0
C 0.1 0.0 0.0
C -1.2 -0.1 -0.3
H -0.1 0.1 0.0
H 0.0 -0.1 0.0
H 0.1 0.0 0.1
H 0.0 0.0 -0.1
H 0.1 0.0 0.0
H -0.1 0.1 0.0
H 0.0 0.1 0.0
H 0.0 -0.1 -0.1
H 0.1 0.0 -0.1
H -0.1 -0.1 0.0
H -0.1 0.0 0.2
H 0.0 0.1 0.1
I 0.3 -0.4 0.0
C 0.3 0.4 -0.2
C -0.1 0.4 -0.1
C -0.2 -0.3 0.2
C 0.2 -0.1 0.0
C 0.3 0.4 -0.2
C -0.4 0.1 0.1
C -0.1 -0.4 0.1
C 1.1 -1.0 -0.1
C -1.0 1.3 0.2
C -0.3 -0.5 0.2
H 0.1 0.1 0.0
H 0.0 -0.1 0.0
H 0.0 -0.2 0.0
H 0.0 -0.2 0.1
H -0.2 -0.2 0.1
H -1.1 -1.5 0.3
C -0.1 -0.1 -0.3
C 0.0 -0.1 -0.1
O 0.2 0.9 0.5
C 0.1 -0.6 0.4
C -0.2 0.6 -0.2
C 0.0 -0.1 0.0
C -0.2 0.0 -0.1
C 0.2 0.0 0.1
C -0.3 -0.1 -0.2
H 0.0 0.0 0.0
H 0.1 0.1 0.0
H 0.1 0.1 0.1
H 2.2 0.0 1.5
H 0.0 -0.2 0.0
H 0.1 0.0 0.1
H 0.0 0.1 0.1
H 0.0 0.1 0.0



No. 2
Formula: C32H30BrMnNOSb2Se3Te
Source: the Open Molecules 2025 dataset
Level of theory: ωB97M-V/def2-TZVPD

Values from the calculation:
molecular weight: 1187.44 Da
<S²>: 8.761
net charge: 0
HOMO-LUMO gap (alpha / beta): 0.247 / 0.246 Ha
2S+1: 6

Positions of all 72 atoms, in Å:
Mn (0.394545, -3.214388, 0.952865)
C (2.075420, 0.927327, -0.712763)
C (2.264708, 1.500927, 0.689768)
C (2.159848, 0.468559, 1.848174)
Sb (0.216537, -0.393282, 2.133417)
C (0.247282, -1.148176, 4.131350)
C (-0.856801, -1.922127, 4.492053)
C (-0.936608, -2.552947, 5.709003)
C (0.129064, -2.419083, 6.614543)
C (1.250944, -1.683319, 6.274528)
C (1.317301, -1.044695, 5.022744)
C (-0.617833, 1.542485, 2.557078)
C (-0.077377, 2.287680, 3.599344)
C (-0.533331, 3.539768, 3.939884)
C (-1.583979, 4.120804, 3.226459)
C (-2.151284, 3.404241, 2.171926)
C (-1.671850, 2.144816, 1.859229)
Sb (0.056611, 0.854795, -1.419046)
C (0.430636, 0.003261, -3.351187)
C (-0.677844, -0.383237, -4.104712)
C (-0.544068, -0.941480, -5.372643)
C (0.730135, -1.061304, -5.906454)
C (1.834026, -0.617619, -5.199942)
C (1.700548, -0.086934, -3.929777)
C (-0.073837, 2.877828, -2.080071)
C (-0.143747, 3.851298, -1.061323)
C (-0.341484, 5.190357, -1.375883)
C (-0.485350, 5.575191, -2.698437)
C (-0.397639, 4.630130, -3.713120)
C (-0.216851, 3.282230, -3.404920)
H (2.454176, -0.105543, -0.754438)
H (2.632893, 1.489442, -1.457728)
H (1.575111, 2.334296, 0.890042)
H (3.226792, 1.999458, 0.758861)
H (2.435274, 0.895161, 2.788179)
H (2.849424, -0.334183, 1.671548)
H (-1.655635, -2.058056, 3.761256)
H (-1.828946, -3.108561, 5.983630)
H (0.068986, -2.974544, 7.555542)
H (2.123636, -1.634280, 6.900132)
H (2.192487, -0.476270, 4.757965)
H (0.710257, 1.851921, 4.220511)
H (-0.066156, 4.061265, 4.776389)
H (-1.957171, 5.095348, 3.487776)
H (-2.922121, 3.897540, 1.570991)
H (-2.146561, 1.639518, 1.004133)
H (-1.673934, -0.273129, -3.681573)
H (-1.414296, -1.249426, -5.951596)
H (0.886761, -1.454465, -6.910582)
H (2.820399, -0.684904, -5.630828)
H (2.566129, 0.221969, -3.381886)
H (-0.077088, 3.573244, -0.011642)
H (-0.373581, 5.914398, -0.575750)
H (-0.627238, 6.622529, -2.918169)
H (-0.489376, 4.901522, -4.762216)
H (-0.138450, 2.543769, -4.217902)
Se (-1.584481, -4.840291, 1.377078)
Se (-0.097888, -6.279068, 2.532152)
Te (1.642823, -4.983873, 3.852650)
Se (2.761466, -3.427484, 2.159842)
O (-2.272758, -4.661440, -4.346989)
C (-1.819418, -3.937123, -3.322079)
C (-2.652580, -3.361252, -2.350350)
C (-2.034745, -2.731299, -1.286720)
N (-0.713341, -2.614073, -1.139185)
C (0.026364, -3.091862, -2.133995)
Br (1.872374, -2.857295, -1.827119)
C (-0.442778, -3.803427, -3.222568)
H (-3.218211, -4.854443, -4.249748)
H (-3.738874, -3.441268, -2.383336)
H (-2.610274, -2.329453, -0.456012)
H (0.212826, -4.207473, -3.968354)

Force components x, y, z for each atom (eV/Å):
Mn -0.1 -0.2 0.3
C 0.3 -0.5 0.0
C -0.5 0.2 0.8
C -0.2 0.2 -1.0
Sb 0.0 0.0 0.0
C 0.5 0.0 0.3
C -0.3 0.2 -0.8
C 0.4 0.3 0.9
C -0.5 -0.6 0.0
C 0.0 0.2 -1.0
C -0.7 -0.3 0.3
C -0.7 0.5 -0.1
C 0.7 -0.8 0.5
C -0.4 0.7 0.1
C 0.3 -0.6 -0.1
C 0.1 0.9 0.3
C -0.2 -0.8 -0.9
Sb -0.4 -0.2 -0.1
C 0.1 0.3 -0.2
C -0.2 -0.2 0.2
C 0.1 0.2 0.0
C 0.0 -0.1 -0.6
C 0.3 0.0 0.2
C -0.9 -0.2 0.1
C -0.1 0.5 0.6
C -0.1 -0.2 -0.4
C 0.1 -0.4 0.1
C 0.2 0.1 -0.2
C -0.2 -0.3 -0.1
C 0.3 -0.2 -0.2
H 0.0 0.2 0.0
H 0.1 0.2 0.0
H -0.1 -0.2 -0.1
H 0.4 -0.2 0.0
H 0.2 0.5 0.6
H 0.4 -0.6 -0.1
H 0.0 0.0 0.2
H 0.2 -0.1 -0.1
H 0.2 0.4 -0.2
H 0.1 0.0 0.4
H 0.3 0.1 0.0
H -0.1 0.1 -0.2
H -0.2 -0.1 -0.2
H 0.0 0.2 0.0
H 0.1 -0.5 0.2
H 0.3 0.1 0.4
H 0.0 0.0 0.0
H 0.2 0.1 0.2
H -0.2 0.0 0.2
H 0.1 -0.1 -0.2
H 0.4 0.2 0.2
H 0.0 0.0 -0.1
H -0.1 0.2 0.0
H -0.1 0.1 -0.2
H 0.0 0.2 0.2
H -0.1 0.4 0.4
Se 0.8 0.6 0.2
Se 0.3 -0.1 -0.1
Te -0.3 0.4 -0.3
Se -1.1 -0.2 -0.4
O -0.5 -0.3 -0.4
C -0.2 0.0 0.5
C 0.4 0.1 0.0
C -0.5 0.0 0.4
N 0.3 -0.2 -0.3
C -0.1 -0.3 0.2
Br 0.3 -0.3 -0.1
C 0.1 0.7 0.5
H 0.3 0.1 0.0
H 0.3 0.0 -0.1
H -0.1 -0.1 -0.2
H 0.2 -0.1 -0.2



Relative energy (zero: lowest compared OMol25 entry of this formula, charge and spin) values, unit kcal/mol, following the record order: 64.8 0.0.